This record from the OMol25 dataset describes one molecule with the formula C2H3NO2. The level of theory is wB97M-V/def2-TZVPD.

Computed properties:
SMILES string = O=N/C=C/O
Charge = 0
Energy relative to the best compared isomer or geometry (same formula, charge and spin) = 313.1 kJ/mol
Multiplicity = 1
Frontier orbital gap = 8.654 eV
HOMO energy = -8.79 eV

```
8
Properties=species:S:1:pos:R:3:forces:R:3:mulliken_charge:R:1
C 0.2660 0.6350 -0.0803 -0.69 -0.33 -0.01 0.174
C -0.1518 -0.6364 0.0909 1.26 -0.05 0.12 -0.310
O 1.5491 0.9812 -0.0237 0.27 -0.01 0.03 -0.435
N -1.5057 -0.8522 0.0062 -1.45 -0.62 -0.03 -0.125
O -1.9060 -2.0063 0.1595 0.86 1.13 -0.11 -0.366
H 1.6831 1.9261 -0.1664 -0.18 -0.14 0.01 0.364
H -0.4763 1.4028 -0.2717 0.04 0.08 -0.01 0.329
H 0.5416 -1.4502 0.2855 -0.10 -0.06 0.00 0.370
```
Forces are in eV/Å.